Record 1
74
Properties=species:S:1:pos:R:3:forces:R:3 method="wB97M-V/def2-TZVPD" multiplicity=2 largest_force_ev_per_a=4.21 total_energy_ev=-94929.4239 charge=-1 e_lumo_ha="0.0659 / 0.0654" homo_lumo_gap_ev="2.7702 / 6.4876"
S -3.266 0.641 4.714 -1.362 0.360 -1.542
S -0.694 -0.403 -0.361 -1.042 1.900 -0.947
S -3.708 -5.148 -0.895 0.990 1.806 1.780
O -3.662 1.015 -1.911 -1.158 -1.246 1.481
O 6.570 1.281 2.007 0.370 -0.199 0.760
O 6.342 1.299 -0.150 -0.971 0.569 2.256
O -4.675 0.364 4.358 3.679 0.262 1.153
O -0.690 1.153 -0.817 0.554 -1.126 -0.105
O -2.595 -0.425 5.757 -2.280 1.976 -0.278
O -2.103 -0.736 -0.105 3.360 -0.121 0.044
O 2.425 3.245 -4.645 0.806 -0.081 -1.826
O -2.596 2.725 -2.653 -0.340 0.419 0.876
O -4.586 -4.202 -0.184 1.322 -2.005 -2.046
O -4.078 -6.540 -1.039 0.602 2.216 -0.427
O 0.094 -1.162 -1.335 -1.361 0.824 2.137
O -2.931 2.002 5.114 -0.179 -2.402 -0.512
O -2.313 0.109 3.427 -3.237 1.947 0.166
O -2.258 -5.052 -0.141 -1.362 -0.265 0.465
O 2.221 3.212 -2.469 0.947 -0.212 4.096
O -3.041 -4.464 -2.252 -3.314 -2.414 0.167
O 0.142 -0.095 1.039 -1.501 -2.293 -0.860
N 1.727 3.242 -3.599 -2.879 1.033 -2.356
N -3.189 1.668 -2.770 2.140 1.819 -2.424
N 2.805 -3.961 -1.995 -0.912 0.106 -0.631
N 0.764 4.739 1.586 0.292 -0.606 0.332
N 5.959 1.555 1.013 -0.168 0.472 -2.482
C 0.229 3.250 -3.729 2.441 -0.891 0.148
C 0.026 2.000 0.121 -0.779 -0.050 0.342
C 2.949 -5.307 -1.850 1.254 -0.413 0.460
C 1.944 4.309 2.163 -0.257 0.866 0.489
C -1.204 -0.547 3.841 1.578 -1.608 1.061
C -0.283 4.431 2.375 0.911 -0.997 2.748
C 1.607 -3.694 -2.622 -0.257 -2.394 0.123
C -1.612 -1.206 5.159 1.498 -0.691 0.912
C 1.869 -5.990 -2.361 0.241 1.046 0.438
C 4.615 2.248 1.202 -0.571 -0.104 -1.064
C -1.392 -4.057 -0.699 0.178 0.893 -0.858
C 0.256 3.838 3.584 -0.764 0.834 -1.902
C 1.680 3.830 3.463 -0.575 0.411 -2.274
C -2.225 -3.399 -1.885 1.520 -0.580 0.188
C 0.921 1.065 0.903 0.799 0.923 -0.160
C -3.209 1.224 -4.199 -0.719 -0.932 0.361
C 1.002 -4.978 -2.819 0.052 2.262 -0.454
H 4.634 3.242 1.650 0.879 -0.445 0.544
H -1.288 4.684 2.071 0.037 -0.196 0.199
H -0.740 2.334 0.821 0.013 0.307 -0.050
H 1.102 1.452 1.905 -0.070 0.036 0.003
H -1.677 -3.227 -2.811 0.536 0.239 0.401
H 3.475 -3.247 -1.747 -0.072 -0.330 -0.019
H -0.353 0.129 3.915 0.106 0.000 0.211
H 1.327 -2.675 -2.843 -0.204 -0.255 0.014
H -0.829 -1.190 5.917 0.430 -0.251 -0.351
H -0.502 -4.647 -0.915 -0.107 0.458 -0.896
H -0.165 3.869 -2.923 -0.324 -0.067 -0.234
H 0.490 2.847 -0.383 0.173 -0.475 -0.346
H 2.849 4.523 1.614 0.063 -0.091 0.287
H 2.462 3.544 4.151 -0.292 -0.211 0.060
H -4.158 1.604 -4.579 0.166 -0.027 -0.237
H -2.342 1.615 -4.732 -0.214 -0.002 0.296
H -1.965 -2.234 5.073 -0.154 0.071 -0.376
H 0.062 2.184 -3.579 -1.043 -0.197 0.311
H -3.244 0.136 -4.151 0.042 0.076 -0.318
H 3.975 1.561 1.755 0.255 0.148 0.165
H 1.879 0.828 0.440 -0.063 0.055 -0.314
H -2.820 -2.512 -1.668 0.230 -0.083 0.614
H 1.702 -7.057 -2.345 0.073 0.160 -0.041
H 0.627 5.213 0.705 0.535 -0.229 -0.033
H -0.051 3.491 -4.754 0.017 0.392 0.256
H 4.161 2.448 0.231 0.253 -0.481 -0.262
H 3.871 -5.659 -1.411 -0.131 -0.207 0.019
H -1.038 -3.244 -0.064 -0.713 -0.328 0.769
H -0.952 -1.381 3.184 -0.069 0.387 -0.476
H 0.019 -5.119 -3.243 0.072 -0.017 -0.107
H -0.345 3.407 4.371 0.031 0.255 0.077

***

Record 2
8
Properties=species:S:1:pos:R:3:forces:R:3 method="wB97M-V/def2-TZVPD" relative_energy_ev=0.295 smiles=ClCCCl largest_force_ev_per_a=1.44 total_energy_ev=-27183.6641 e_lumo_ha=0.0370 homo_lumo_gap_ev=11.8756
Cl 1.800 0.556 0.980 0.291 0.199 0.218
Cl -2.109 -0.240 -0.440 0.565 0.119 -0.594
C -0.406 0.375 -0.516 -0.753 0.995 0.631
C 0.395 -0.393 0.478 0.698 -1.189 -0.426
H 0.783 -1.209 -0.132 0.183 -0.427 0.662
H -0.451 1.430 -0.244 -0.150 -0.084 -0.096
H 0.105 0.283 -1.475 -0.754 -0.045 -0.240
H -0.117 -0.803 1.349 -0.080 0.432 -0.155

***

Record 3
58
Properties=species:S:1:pos:R:3:forces:R:3 method="wB97M-V/def2-TZVPD" multiplicity=2 largest_force_ev_per_a=8.25 total_energy_ev=-80149.4590 charge=+1 e_lumo_ha="-0.1508 / -0.3294" homo_lumo_gap_ev="7.4915 / 2.5821"
K -1.163 -26.171 6.058 0.396 0.075 -0.508
S -0.853 -24.959 9.713 -0.385 7.448 3.534
S -1.334 -27.366 9.615 3.445 -2.072 2.921
F -0.638 -28.445 8.627 -0.736 0.904 0.402
F -0.905 -23.727 8.671 0.422 -0.275 -0.087
O -0.595 -27.510 10.915 -1.632 1.125 -4.296
O -1.363 -23.518 5.444 -0.592 1.164 -0.946
O -2.689 -27.769 9.732 -1.178 0.155 -1.299
O -2.075 -24.612 10.504 3.123 -1.826 -1.326
O -3.342 -27.370 4.700 -3.092 0.130 0.572
O -0.546 -28.797 5.328 -0.107 -0.154 -0.448
O 1.252 -25.606 5.623 0.782 0.274 1.171
O 0.487 -24.862 10.272 -2.249 -0.461 -0.607
N -1.009 -31.020 4.966 0.130 1.795 0.669
N -1.049 -26.012 8.633 -1.050 -5.080 0.907
N 2.844 -24.057 5.422 1.012 1.843 -1.410
N -1.103 -21.499 4.358 -0.543 0.915 0.708
N -5.163 -27.373 6.119 -0.237 -0.509 0.918
C 3.095 -24.387 4.027 -0.352 -0.297 -0.483
C 1.993 -24.753 6.141 -1.458 -0.199 -0.446
C -4.517 -27.984 7.240 1.142 0.603 0.757
C -6.527 -26.949 6.235 -0.711 -0.471 0.550
C -4.569 -27.325 4.881 2.536 -0.555 -1.281
C -2.049 -31.989 5.095 -1.093 -0.085 -1.312
C 3.420 -22.736 5.830 0.241 -1.027 0.741
C 0.345 -31.485 4.745 0.254 -0.927 0.089
C 0.211 -21.147 4.865 0.413 0.052 0.148
C -1.699 -20.447 3.528 -0.451 -1.066 -1.107
C -1.313 -29.747 5.263 0.921 0.467 1.024
C -1.792 -22.604 4.713 1.148 -1.004 0.604
H 1.089 -30.847 4.269 -0.827 0.557 -0.230
H -4.618 -29.067 7.298 -0.396 -0.344 -0.476
H 2.552 -23.726 3.352 0.307 0.560 0.030
H -2.773 -22.705 4.223 0.027 0.331 0.080
H 3.981 -22.304 5.002 0.199 -0.431 0.152
H 0.810 -31.752 5.693 -0.123 -0.253 0.144
H -2.236 -32.310 4.070 0.120 -1.192 0.140
H -1.093 -20.419 2.622 -0.152 0.283 -0.194
H -5.363 -27.358 4.119 0.597 0.399 -0.417
H -1.899 -32.777 5.833 0.266 -0.002 -0.241
H 0.599 -21.844 5.608 -0.393 -0.087 -0.154
H -3.003 -31.496 5.284 0.134 0.188 0.577
H -6.550 -25.993 6.758 -0.001 0.268 0.001
H 2.747 -21.939 6.146 -0.663 -0.473 -0.111
H -4.845 -27.618 8.214 -0.342 0.300 -0.162
H 4.044 -22.952 6.697 0.404 0.387 -0.171
H 0.199 -32.380 4.140 0.529 -0.099 0.010
H -3.441 -27.822 7.193 0.043 0.040 -0.166
H -7.082 -26.902 5.298 0.451 0.167 -0.122
H -2.346 -29.604 5.616 -0.312 -0.233 -0.375
H 4.174 -24.356 3.874 -0.125 0.117 -0.286
H -7.038 -27.662 6.883 -0.076 0.005 0.134
H -1.832 -19.422 3.873 0.587 -0.239 0.934
H 0.928 -21.063 4.048 0.011 -0.314 -0.234
H 0.197 -20.143 5.288 -0.262 -0.043 0.275
H 1.975 -24.403 7.185 -0.352 -0.462 0.120
H 2.705 -25.353 3.705 0.205 -0.212 0.758
H -2.708 -20.756 3.256 0.046 -0.160 -0.175